(1)
Here is a molecular structure, C50H54AsCl3N5O5Ti at a distorted geometry from OMol25. Energies are from ωB97M-V/def2-TZVPD.

Calculated values
HOMO (alpha / beta) = -7.587 / -7.793 eV
Multiplicity = 2
Energy = -7053.6564 Eh
Strongest force on any atom = 4.382 eV/Å
⟨S²⟩ = 0.753
LUMO (alpha / beta) = -0.78 / -0.79 eV
Frontier orbital gap (alpha / beta) = 6.806 / 7.000 eV
ΔE to the lowest compared entry with this formula, charge and spin = 0.000 eV

Cartesian coordinates (Å):
Ti: -0.288 -11.753 -17.329
Cl: 3.452 -16.740 -13.036
C: 2.558 -15.804 -14.223
C: 2.960 -15.836 -15.572
C: 2.245 -15.112 -16.541
C: 1.107 -14.271 -16.174
O: 0.414 -13.613 -17.065
C: 0.864 -14.120 -14.805
C: -0.221 -13.320 -14.379
N: -0.715 -12.313 -15.065
C: -1.887 -11.721 -14.610
C: -2.213 -11.288 -13.345
C: -3.536 -11.115 -12.983
C: -4.556 -11.299 -13.871
C: -4.253 -11.726 -15.185
C: -5.283 -12.312 -16.090
C: -4.777 -12.893 -17.247
C: -3.421 -12.782 -17.636
N: -2.498 -12.222 -16.880
C: -2.904 -11.825 -15.588
C: 1.644 -14.841 -13.836
H: 3.805 -16.444 -15.823
H: 2.518 -15.222 -17.606
H: -0.563 -13.509 -13.373
H: -1.421 -11.124 -12.642
H: -3.748 -10.848 -11.951
H: -5.571 -11.209 -13.540
H: -6.273 -12.426 -15.765
H: -5.452 -13.346 -17.921
H: -3.211 -13.057 -18.651
H: 1.533 -14.659 -12.768
Cl: -1.213 -16.993 -18.496
C: 0.117 -16.085 -19.259
Cl: 1.666 -17.012 -19.432
H: 0.251 -15.212 -18.664
H: -0.104 -15.814 -20.286
C: -1.970 -8.994 -16.290
O: -0.926 -9.956 -16.446
H: -1.619 -8.023 -16.674
H: -2.258 -8.934 -15.239
H: -2.873 -9.218 -16.888
H: -0.091 -9.581 -16.115
C: 3.336 -11.735 -14.214
C: 3.925 -10.372 -14.540
C: 3.615 -9.877 -16.000
C: 3.922 -8.381 -16.169
C: 3.560 -7.881 -17.581
C: 4.584 -10.630 -16.881
O: 5.760 -10.333 -16.819
N: 4.040 -11.648 -17.676
C: 2.692 -11.811 -17.873
O: 2.330 -12.705 -18.636
N: 1.753 -11.064 -17.216
C: 2.141 -10.128 -16.278
O: 1.352 -9.449 -15.670
H: 3.686 -12.021 -13.248
H: 3.659 -12.442 -14.963
H: 2.214 -11.733 -14.242
H: 5.013 -10.442 -14.402
H: 3.558 -9.652 -13.841
H: 4.917 -8.155 -16.054
H: 3.324 -7.917 -15.339
H: 4.224 -8.427 -18.260
H: 3.840 -6.860 -17.669
H: 2.517 -8.008 -17.912
H: 4.712 -12.047 -18.283
C: 1.583 -10.268 -25.619
C: 0.904 -10.858 -24.400
C: 1.448 -11.968 -23.799
C: 0.848 -12.380 -22.639
C: 1.540 -13.569 -21.978
C: -0.302 -11.738 -22.082
As: -0.943 -12.444 -20.359
N: -0.760 -10.979 -19.166
C: -0.208 -9.727 -19.532
C: -0.768 -8.452 -19.371
C: -0.186 -7.326 -19.958
C: 1.005 -7.434 -20.704
C: 1.637 -8.674 -20.716
C: 1.063 -9.759 -20.139
C: -2.853 -12.448 -20.888
C: -3.933 -11.550 -20.601
C: -3.804 -10.229 -19.901
C: -5.226 -11.914 -21.108
C: -5.490 -13.080 -21.784
C: -6.840 -13.510 -22.206
C: -4.432 -13.969 -21.996
C: -3.164 -13.672 -21.577
C: -2.123 -14.688 -21.935
C: -0.844 -10.640 -22.784
C: -2.076 -9.855 -22.387
C: -0.233 -10.218 -23.932
H: 2.298 -9.507 -25.266
H: 0.862 -9.826 -26.319
H: 2.078 -11.102 -26.130
H: 2.344 -12.512 -24.214
H: 2.438 -13.851 -22.576
H: 0.936 -14.450 -21.998
H: 1.873 -13.358 -20.954
H: -1.691 -8.296 -18.815
H: -0.626 -6.336 -19.789
H: 1.430 -6.550 -21.206
H: 2.555 -8.869 -21.234
H: 1.529 -10.710 -20.263
H: -4.337 -9.478 -20.559
H: -2.804 -9.866 -19.685
H: -4.332 -10.305 -18.993
H: -6.021 -11.184 -21.058
H: -6.830 -14.499 -22.739
H: -7.312 -12.830 -22.883
H: -7.574 -13.601 -21.357
H: -4.480 -14.929 -22.550
H: -2.449 -15.327 -22.791
H: -2.024 -15.400 -21.108
H: -1.118 -14.315 -22.155
H: -2.011 -9.545 -21.340
H: -2.956 -10.472 -22.448
H: -2.215 -8.939 -22.985
H: -0.577 -9.299 -24.455

(2)
Here is a molecular structure, C50H54BrF7GaIP from OMol25. Energies are from ωB97M-V/def2-TZVPD.

Calculated values
HOMO = -4.404 eV
Energy = -7774.7383 Eh
Charge = -1
Strongest force on any atom = 0.913 eV/Å
LUMO = 1.98 eV
Frontier orbital gap = 6.379 eV

Cartesian coordinates (Å):
C: -5.197 -0.632 4.846
C: -4.433 -1.070 3.594
P: -2.837 -0.155 3.450
C: -1.837 -0.705 4.902
C: -2.030 -2.148 5.360
Ga: -1.757 -0.807 1.502
Br: -0.614 -2.943 1.686
I: 0.129 0.999 1.099
C: -2.952 -0.803 -0.109
C: -2.502 -1.576 -1.366
C: -2.821 -3.084 -1.264
C: -1.043 -1.311 -1.758
H: -6.142 -1.164 4.956
H: -5.390 0.438 4.769
H: -4.591 -0.763 5.739
H: -4.335 -2.158 3.553
H: -5.012 -0.774 2.716
H: -0.784 -0.561 4.655
H: -2.052 -0.023 5.729
H: -1.785 -2.848 4.561
H: -1.374 -2.372 6.206
H: -3.050 -2.347 5.686
H: -3.906 -1.227 0.218
H: -3.128 0.242 -0.377
H: -3.104 -1.190 -2.197
H: -1.919 -3.685 -1.377
H: -3.278 -3.340 -0.310
H: -3.496 -3.384 -2.067
H: -0.379 -1.251 -0.901
H: -0.968 -0.414 -2.373
H: -0.683 -2.134 -2.383
F: 6.055 1.725 -2.436
C: 4.997 2.392 -1.907
C: 4.644 3.604 -2.462
C: 3.562 4.286 -1.923
C: 2.861 3.753 -0.850
C: 3.240 2.529 -0.313
C: 4.318 1.836 -0.844
H: 5.204 4.000 -3.297
H: 3.266 5.236 -2.349
H: 2.012 4.279 -0.436
H: 2.682 2.100 0.510
H: 4.621 0.875 -0.450
F: 5.762 5.796 -4.830
C: 6.810 5.293 -5.520
C: 7.716 4.482 -4.866
C: 8.781 3.971 -5.593
C: 8.925 4.272 -6.940
C: 7.996 5.087 -7.571
C: 6.925 5.605 -6.858
H: 7.585 4.259 -3.816
H: 9.499 3.328 -5.101
H: 9.758 3.865 -7.499
H: 8.098 5.318 -8.623
H: 6.180 6.233 -7.326
F: 2.300 -9.975 0.535
C: 1.777 -8.733 0.696
C: 1.795 -8.163 1.951
C: 1.258 -6.891 2.107
C: 0.715 -6.215 1.024
C: 0.711 -6.818 -0.226
C: 1.247 -8.088 -0.401
H: 2.220 -8.708 2.784
H: 1.265 -6.422 3.082
H: 0.296 -5.223 1.154
H: 0.286 -6.296 -1.073
H: 1.258 -8.574 -1.368
F: -0.537 -2.197 -5.432
C: 0.581 -1.446 -5.476
C: 1.779 -2.056 -5.792
C: 2.928 -1.280 -5.834
C: 2.871 0.078 -5.558
C: 1.654 0.664 -5.240
C: 0.495 -0.098 -5.199
H: 1.802 -3.118 -5.994
H: 3.875 -1.743 -6.080
H: 3.771 0.677 -5.584
H: 1.603 1.721 -5.012
H: -0.460 0.342 -4.948
F: -4.982 1.786 6.924
C: -5.714 2.896 7.111
C: -5.869 3.389 8.392
C: -6.627 4.536 8.573
C: -7.216 5.168 7.486
C: -7.043 4.649 6.210
C: -6.286 3.505 6.012
H: -5.403 2.877 9.223
H: -6.756 4.939 9.569
H: -7.806 6.062 7.633
H: -7.500 5.138 5.360
H: -6.128 3.087 5.027
F: 3.352 2.262 -8.581
C: 2.854 3.512 -8.641
C: 2.873 4.293 -7.503
C: 2.364 5.581 -7.574
C: 1.842 6.065 -8.766
C: 1.833 5.257 -9.894
C: 2.344 3.968 -9.840
H: 3.280 3.895 -6.583
H: 2.376 6.207 -6.692
H: 1.443 7.069 -8.815
H: 1.424 5.628 -10.824
H: 2.351 3.321 -10.706
F: -4.955 -2.852 7.388
C: -4.342 -3.823 8.088
C: -4.785 -5.123 7.952
C: -4.143 -6.119 8.674
C: -3.083 -5.807 9.512
C: -2.659 -4.490 9.628
C: -3.287 -3.484 8.910
H: -5.613 -5.342 7.292
H: -4.473 -7.145 8.575
H: -2.585 -6.588 10.071
H: -1.830 -4.242 10.278
H: -2.968 -2.452 8.973

(3)
Here is a molecular structure, C50H55BF6N13O4S2TeTi at a distorted geometry from OMol25. Energies are from ωB97M-V/def2-TZVPD.

Calculated values
HOMO (alpha / beta) = -3.423 / -3.424 eV
Energy = -5489.2186 Eh
Charge = -1
Strongest force on any atom = 4.200 eV/Å
LUMO (alpha / beta) = 1.96 / 1.96 eV
Frontier orbital gap (alpha / beta) = 5.386 / 5.386 eV
ΔE to the lowest compared entry with this formula, charge and spin = 0.000 eV

Cartesian coordinates (Å):
Ti: 0.309 -1.285 -0.360
C: 2.547 -1.992 4.372
C: 1.446 -1.448 3.526
C: 0.350 -0.721 3.904
C: -0.345 -0.413 2.726
N: 0.335 -0.916 1.669
N: 1.408 -1.576 2.191
B: 2.185 -2.623 1.383
N: 2.901 -1.900 0.238
N: 2.427 -0.732 -0.282
C: 3.442 -0.226 -1.060
C: 4.528 -1.114 -0.992
C: 4.145 -2.152 -0.195
C: 4.931 -3.367 0.156
C: 3.691 1.026 -1.828
C: 2.901 1.577 -2.839
C: 3.358 2.660 -3.587
C: 4.582 3.238 -3.317
C: 5.381 2.703 -2.318
C: 4.938 1.611 -1.591
N: 1.149 -3.658 0.892
N: 0.007 -3.256 0.292
C: -0.671 -4.357 -0.065
C: 0.044 -5.483 0.377
C: 1.196 -5.000 0.957
C: 2.341 -5.767 1.528
C: -1.852 -4.407 -0.937
C: -2.704 -5.512 -0.886
C: -3.721 -5.660 -1.814
C: -3.909 -4.704 -2.802
C: -3.079 -3.595 -2.852
C: -2.058 -3.449 -1.928
C: -1.644 0.275 2.829
C: -2.524 -0.190 3.818
C: -3.708 0.467 4.092
C: -4.040 1.627 3.403
C: -3.184 2.090 2.414
C: -2.007 1.419 2.119
H: 2.452 -1.603 5.383
H: 3.515 -1.699 3.969
H: 2.515 -3.083 4.408
H: 0.084 -0.411 4.899
H: 2.991 -3.173 2.065
H: 5.462 -0.998 -1.511
H: 5.939 -3.265 -0.237
H: 4.472 -4.248 -0.295
H: 4.992 -3.514 1.235
H: 2.041 1.063 -3.198
H: 2.746 3.017 -4.405
H: 4.928 4.088 -3.893
H: 6.358 3.126 -2.116
H: 5.582 1.199 -0.823
H: -0.225 -6.515 0.239
H: 2.156 -6.832 1.406
H: 2.478 -5.551 2.588
H: 3.265 -5.516 1.010
H: -2.559 -6.264 -0.122
H: -4.362 -6.532 -1.775
H: -4.690 -4.832 -3.541
H: -3.194 -2.850 -3.629
H: -1.371 -2.630 -2.042
H: -2.272 -1.091 4.362
H: -4.374 0.080 4.854
H: -4.954 2.159 3.635
H: -3.430 3.003 1.884
H: -1.331 1.807 1.360
C: -5.752 -1.313 -1.958
C: -6.239 -0.746 -0.628
C: -6.665 -1.867 0.322
C: -5.155 0.148 0.005
N: -3.860 -0.488 0.138
C: -2.706 -0.169 -0.447
N: -1.785 -0.977 0.013
N: -2.382 -1.789 0.906
N: -3.623 -1.512 0.987
H: -6.570 -1.814 -2.476
H: -4.958 -2.041 -1.796
H: -5.369 -0.522 -2.607
H: -7.097 -0.090 -0.806
H: -5.800 -2.439 0.645
H: -7.362 -2.544 -0.174
H: -7.151 -1.455 1.208
H: -5.475 0.454 1.002
H: -5.004 1.035 -0.611
H: -2.555 0.611 -1.177
C: 0.784 3.018 3.126
C: 2.014 2.190 3.034
N: 2.314 1.314 2.109
C: 3.545 0.810 2.441
C: 4.004 1.394 3.584
N: 3.017 2.277 3.957
H: 0.450 3.281 2.123
H: 0.980 3.932 3.689
H: -0.020 2.465 3.615
H: 4.027 0.058 1.835
H: 4.910 1.268 4.151
H: 3.044 2.896 4.747
F: 3.104 -3.445 -3.075
C: 2.508 -2.493 -3.858
F: 2.214 -3.111 -5.016
F: 3.520 -1.622 -4.149
S: 1.099 -1.358 -2.875
O: 0.016 -0.372 -1.818
O: 1.116 -2.405 -1.754
N: -0.093 -1.869 -3.882
S: -0.327 -0.883 -5.064
O: 0.817 -0.077 -5.408
O: -1.132 -1.443 -6.110
C: -1.519 0.446 -4.426
F: -0.883 1.487 -3.896
F: -2.386 -0.022 -3.494
F: -2.271 0.930 -5.432
C: 0.244 8.453 0.570
C: 0.256 6.966 0.329
C: -0.880 6.289 -0.090
C: -0.859 4.924 -0.354
C: -2.129 4.270 -0.836
C: 0.324 4.174 -0.198
Te: 0.349 2.054 -0.755
C: 1.475 4.866 0.218
C: 2.798 4.164 0.344
C: 1.424 6.232 0.479
H: -0.776 8.830 0.648
H: 0.737 8.972 -0.256
H: 0.780 8.705 1.486
H: -1.807 6.842 -0.217
H: -2.932 5.003 -0.941
H: -2.445 3.490 -0.141
H: -1.945 3.791 -1.799
H: 2.659 3.123 0.625
H: 3.444 4.658 1.074
H: 3.305 4.166 -0.622
H: 2.326 6.750 0.793

(4)
Here is a molecular structure, C50H55BiCl3N2PS2Si from OMol25. Energies are from ωB97M-V/def2-TZVPD.

Calculated values
HOMO = -8.045 eV
Energy = -5070.4831 Eh
Strongest force on any atom = 0.475 eV/Å
LUMO = -0.40 eV
Frontier orbital gap = 7.648 eV
ΔE to the lowest compared entry with this formula, charge and spin = 1.379 eV

Cartesian coordinates (Å):
Bi: 0.759 0.476 -1.135
C: 3.486 3.504 -1.171
C: 2.513 4.508 -0.535
C: 1.804 5.283 -1.643
C: 1.563 3.810 0.428
C: 2.085 3.135 1.532
C: 1.265 2.450 2.416
C: -0.117 2.432 2.248
C: -1.017 1.659 3.179
C: -0.647 3.163 1.189
C: 0.178 3.823 0.283
H: 4.338 4.019 -1.619
H: 2.980 2.952 -1.967
H: 3.872 2.786 -0.444
H: 3.105 5.215 0.055
H: 1.195 4.612 -2.255
H: 2.542 5.751 -2.296
H: 1.160 6.068 -1.241
H: 3.156 3.154 1.710
H: 1.707 1.916 3.251
H: -1.423 2.308 3.960
H: -0.473 0.844 3.661
H: -1.855 1.234 2.625
H: -1.723 3.205 1.061
H: -0.279 4.359 -0.542
C: -3.540 -5.153 3.277
C: -2.126 -5.520 2.807
C: -1.300 -5.949 4.020
C: -2.193 -6.696 1.821
C: -1.517 -4.319 2.089
C: -2.129 -3.795 0.955
C: -1.533 -2.741 0.292
N: -0.409 -2.158 0.691
C: 0.176 -2.621 1.790
C: -0.341 -3.704 2.501
C: 1.425 -1.919 2.206
C: 2.018 -2.153 3.443
C: 3.205 -1.522 3.804
C: 3.728 -0.617 2.892
C: 3.060 -0.413 1.695
N: 1.953 -1.048 1.335
C: 3.900 -1.886 5.113
C: 2.910 -1.801 6.282
C: 4.420 -3.327 4.983
C: 5.081 -0.961 5.409
H: -3.995 -6.000 3.797
H: -4.183 -4.883 2.438
H: -3.507 -4.304 3.964
H: -1.775 -6.808 4.498
H: -1.236 -5.148 4.762
H: -0.289 -6.246 3.731
H: -2.591 -7.583 2.320
H: -1.197 -6.933 1.439
H: -2.836 -6.465 0.971
H: -3.064 -4.189 0.575
H: -1.986 -2.345 -0.610
H: 0.184 -4.076 3.367
H: 1.547 -2.830 4.140
H: 4.636 -0.064 3.090
H: 3.454 0.294 0.968
H: 2.106 -2.534 6.192
H: 2.464 -0.806 6.341
H: 3.430 -1.999 7.223
H: 3.608 -4.020 4.754
H: 4.887 -3.645 5.919
H: 5.162 -3.399 4.185
H: 4.755 0.079 5.501
H: 5.846 -1.022 4.633
H: 5.546 -1.252 6.353
Cl: 1.256 -3.782 -1.917
Si: 1.557 -1.798 -2.368
Cl: 3.606 -1.607 -1.983
Cl: 1.292 -1.770 -4.418
S: -4.242 -1.757 -1.506
P: -3.407 -0.015 -1.751
S: -1.753 0.469 -0.544
C: -3.003 0.241 -3.500
C: -1.877 -0.374 -4.039
C: -1.647 -0.328 -5.403
C: -2.540 0.332 -6.236
C: -3.665 0.946 -5.703
C: -3.906 0.896 -4.335
C: -4.501 1.362 -1.256
C: -4.115 2.686 -1.469
C: -4.976 3.721 -1.144
C: -6.223 3.443 -0.595
C: -6.597 2.130 -0.360
C: -5.739 1.087 -0.693
H: -1.174 -0.885 -3.390
H: -0.765 -0.807 -5.814
H: -2.362 0.367 -7.304
H: -4.363 1.465 -6.349
H: -4.797 1.352 -3.923
H: -3.142 2.904 -1.890
H: -4.674 4.747 -1.320
H: -6.904 4.252 -0.359
H: -7.563 1.908 0.077
H: -6.027 0.058 -0.523
C: 3.450 2.203 -6.054
C: 3.729 1.432 -4.906
C: 2.784 1.279 -3.935
C: 1.501 1.868 -4.039
C: 0.500 1.731 -3.029
C: -0.655 2.457 -3.155
C: -0.925 3.251 -4.292
C: -0.006 3.339 -5.293
C: 1.240 2.675 -5.181
C: 2.236 2.816 -6.178
H: 4.201 2.322 -6.823
H: 4.699 0.961 -4.799
H: 3.033 0.700 -3.053
H: -1.398 2.411 -2.371
H: -1.877 3.765 -4.366
H: -0.210 3.927 -6.182
H: 2.018 3.438 -7.039

Q: The lowest energy belongs to which entry?
A: C50H54BrF7GaIP